[1]
C20H27N5O2S | ωB97M-V/def2-TZVPD

XYZ file:
```
55
Properties=species:S:1:pos:R:3:forces:R:3
C 8.248945 0.421885 -3.056362 -0.3 -0.1 0.0
C 6.850674 0.257852 -2.468484 0.2 0.1 0.2
C 6.387535 1.558106 -1.818658 -0.1 -0.2 -0.2
C 6.848490 -0.894397 -1.447160 0.0 0.2 -0.4
C 5.480623 -1.191597 -0.958818 -0.2 0.2 1.0
N 4.589550 -1.811670 -1.644676 1.1 -0.1 -1.0
N 3.420565 -1.954688 -1.030766 -1.6 -0.3 0.6
C 3.404065 -1.437794 0.152090 1.2 0.5 0.2
N 2.320705 -1.469033 0.979921 -0.4 -0.2 0.0
C 2.317434 -0.866093 2.201107 -0.5 -0.3 0.1
O 3.280131 -0.272053 2.638113 0.1 0.2 0.3
C 1.007764 -1.006585 2.952194 0.0 0.1 0.0
C -0.091439 -0.107167 2.371260 0.1 -0.3 0.0
C -0.740143 -0.715767 1.134225 0.1 0.3 0.2
O -0.371362 -1.790292 0.677206 0.0 -0.3 0.0
N -1.731677 -0.015934 0.556009 -0.2 0.0 -0.3
C -2.343050 1.202921 1.027864 -0.3 0.2 0.4
C -3.800208 0.935896 1.435413 0.2 0.2 -0.1
N -4.505931 0.392570 0.299510 0.3 0.1 0.0
C -5.890230 0.545350 0.200907 -0.3 0.1 0.0
C -6.677038 0.978220 1.268645 0.2 -0.1 0.0
C -8.036906 1.174965 1.108888 -0.2 0.0 -0.1
C -8.646222 0.938247 -0.109477 -0.1 0.0 0.1
C -7.874698 0.507000 -1.176356 0.0 -0.1 0.0
C -6.516117 0.317927 -1.028013 0.0 -0.1 0.0
C -3.900154 -0.841757 -0.158226 0.2 0.0 -0.2
C -2.452479 -0.578012 -0.570638 -0.1 -0.5 -0.2
S 4.910301 -0.685248 0.630130 -0.1 -0.5 -0.9
H 8.572192 -0.494465 -3.544492 0.1 -0.1 -0.1
H 8.963916 0.666579 -2.273375 0.1 0.0 0.1
H 8.258577 1.223246 -3.791397 0.1 0.1 -0.1
H 6.154079 -0.006772 -3.270266 0.0 0.0 0.1
H 5.373127 1.461651 -1.439410 -0.1 0.1 0.1
H 7.040014 1.823225 -0.988899 0.1 0.1 0.1
H 6.404072 2.369918 -2.542224 0.0 0.1 0.0
H 7.487599 -0.635002 -0.601767 0.1 0.0 0.0
H 7.243151 -1.791452 -1.928857 0.0 0.0 0.1
H 1.457650 -1.900129 0.636919 0.1 0.1 0.1
H 1.195468 -0.723592 3.988280 0.1 0.0 -0.1
H 0.680272 -2.046894 2.913886 0.0 0.0 0.1
H 0.326826 0.870400 2.120910 -0.1 0.1 0.1
H -0.862592 0.033411 3.132104 0.0 0.1 0.0
H -1.793932 1.625892 1.865696 0.0 0.0 0.0
H -2.339329 1.925993 0.204307 0.0 0.0 0.1
H -4.257089 1.882646 1.725547 0.0 -0.1 0.0
H -3.813021 0.248867 2.299223 0.0 0.1 0.0
H -6.237569 1.150006 2.239230 0.1 0.0 0.1
H -8.624808 1.507207 1.952259 0.0 0.0 0.1
H -9.708186 1.088568 -0.228372 -0.1 0.0 0.0
H -8.334304 0.325516 -2.136913 0.0 0.0 -0.1
H -5.928709 0.007933 -1.879130 0.1 0.0 -0.1
H -4.458208 -1.242455 -1.001951 0.0 0.0 0.0
H -3.905347 -1.595582 0.647631 0.0 0.0 -0.1
H -1.958080 -1.503840 -0.865773 -0.1 0.2 0.0
H -2.424897 0.136274 -1.399014 0.0 0.0 0.0
```
Positions in Å, forces in eV/Å.

## Properties
Frontier orbital gap in eV: 8.688
2S+1: 1
SMILES string: CC(C)Cc1nnc(NC(=O)CCC(=O)N2CCN(c3ccccc3)CC2)s1
Energy above the lowest of the compared OMol25 structures with the same formula, charge and spin in eV: 1.4247
Lowest unoccupied orbital energy in eV: 0.412

---

[2]
C20H27N5O3S2 | ωB97M-V/def2-TZVPD

XYZ file:
```
57
Properties=species:S:1:pos:R:3:forces:R:3
C 3.489147 3.260405 2.029136 0.1 -0.2 0.0
C 3.340356 1.772215 2.325319 -0.2 0.2 0.0
C 1.984568 1.199880 1.908339 0.2 -0.1 0.0
C 1.736212 1.342294 0.403350 0.3 -0.1 0.3
N 0.440841 0.814448 -0.036142 0.0 0.1 0.0
C -0.034059 -0.384879 0.378687 0.2 -0.1 0.0
O 0.685484 -1.192437 0.984584 -0.1 -0.1 0.0
C -1.418777 -0.752683 0.132580 -0.9 -0.1 -0.1
C -1.914579 -2.042629 0.371597 0.2 0.6 -0.3
N -1.204396 -3.122475 0.711752 0.3 -0.4 0.2
H -0.251858 -2.977469 1.010813 -0.1 0.0 0.0
H -1.727192 -3.962566 0.921553 0.1 0.1 0.0
C -3.328239 -2.066376 0.148300 0.4 0.6 0.0
N -3.862172 -0.915051 -0.199151 -0.2 -0.4 0.0
S -2.766448 0.263304 -0.299996 0.1 -0.4 0.2
C -4.156458 -3.274896 0.332672 -0.5 -0.1 -0.1
O -3.687234 -4.341477 0.697737 0.2 -0.1 0.1
N -5.463566 -3.089018 0.069415 -0.2 0.0 0.0
H -6.108275 -3.853364 0.176206 0.1 0.0 0.0
H -5.786531 -2.181110 -0.217349 0.0 0.0 0.0
C -0.185770 1.601072 -1.075770 -0.1 0.0 -0.3
C -1.006427 2.728254 -0.527456 0.0 0.4 -0.2
C -1.304588 3.014471 0.767770 0.2 -0.1 -0.2
C -2.112887 4.166545 0.906450 -0.1 0.2 -0.1
C -2.415625 4.735726 -0.284878 0.0 -0.1 -0.3
S -1.719848 3.880452 -1.605895 0.1 -0.2 0.5
H -3.005128 5.609068 -0.479297 -0.1 0.2 0.0
H -2.449114 4.546802 1.853995 -0.1 0.1 0.1
H -0.967250 2.422690 1.599394 0.1 -0.2 0.1
H 0.607894 2.002773 -1.717992 -0.1 -0.1 0.1
H -0.804168 0.957124 -1.710159 0.2 0.1 0.0
H 1.706824 2.411221 0.174054 0.1 -0.2 -0.1
C 2.880062 0.749268 -0.446343 -0.5 0.2 0.3
O 3.515306 1.444207 -1.216867 0.2 0.3 -0.3
N 3.074048 -0.558217 -0.252762 0.1 -0.4 0.2
H 2.424036 -1.053861 0.351985 0.0 0.2 -0.1
C 4.049925 -1.343439 -0.973182 0.2 0.2 -0.1
C 4.917764 -2.146109 0.009044 -0.1 0.0 0.0
H 5.919463 -2.271018 -0.403001 0.1 0.0 0.0
C 4.220917 -3.500015 0.100132 0.2 -0.1 -0.1
H 3.331074 -3.422382 0.726794 -0.1 0.0 0.1
H 4.864721 -4.277593 0.508035 0.0 0.0 0.1
C 3.821612 -3.765834 -1.348565 -0.1 -0.1 0.0
H 3.045624 -4.524340 -1.438070 0.0 -0.1 -0.1
H 4.693983 -4.101696 -1.911133 0.0 -0.1 0.0
C 3.356591 -2.399442 -1.864142 0.1 -0.1 -0.1
H 3.599751 -2.258423 -2.915619 -0.1 0.0 -0.1
H 2.275290 -2.300911 -1.755764 0.0 0.0 0.0
H 4.999999 -1.642224 0.970946 0.1 0.1 0.0
H 4.639744 -0.632721 -1.557015 -0.1 -0.1 0.1
H 1.189618 1.731112 2.438812 -0.1 0.0 0.0
H 1.937362 0.152407 2.203570 -0.1 0.1 0.0
H 4.136479 1.226048 1.815813 0.1 -0.1 0.1
H 3.457597 1.605786 3.398764 0.1 -0.1 0.0
H 3.566285 3.435262 0.959544 0.0 0.1 -0.1
H 2.639087 3.817841 2.418079 -0.1 0.1 0.0
H 4.392709 3.644788 2.496346 0.1 0.1 0.0
```
Positions in Å, forces in eV/Å.

## Properties
Frontier orbital gap in eV: 8.145
2S+1: 1
Energy above the lowest of the compared OMol25 structures with the same formula, charge and spin in eV: 0.0000
Lowest unoccupied orbital energy in eV: -0.221

---

[3]
C20H27N6O4STi | ωB97M-V/def2-TZVPD

XYZ file:
```
59
Properties=species:S:1:pos:R:3:forces:R:3
Ti 0.905323 -0.655215 -0.250072 1.0 0.3 1.9
C 2.215367 -0.960534 1.568207 0.0 -0.1 0.6
C 1.517431 0.274649 1.743049 0.0 -0.1 0.4
C 0.137260 -0.019282 1.816343 0.1 -0.2 0.5
C -0.029224 -1.432307 1.680966 0.2 0.1 0.5
C 1.258423 -2.014252 1.558855 0.1 0.1 0.5
C 1.603744 -3.469396 1.559941 0.0 0.1 -0.2
C -1.338173 -2.142170 1.820381 0.1 0.1 -0.2
C -0.966586 0.935304 2.143037 0.1 0.0 -0.3
C 2.111707 1.645935 1.857763 0.0 -0.1 -0.2
C 3.694876 -1.188922 1.635542 -0.1 0.0 -0.1
H 2.285300 -3.677045 2.385509 0.0 0.0 0.0
H 2.095334 -3.768750 0.632531 0.0 0.0 0.0
H 0.715912 -4.084369 1.687907 0.0 0.0 0.0
H -1.667675 -2.097504 2.859953 0.0 0.0 0.0
H -1.258728 -3.187556 1.528246 0.0 0.0 0.0
H -2.103913 -1.669621 1.204980 0.0 0.0 0.0
H -1.332690 0.727153 3.150180 0.0 0.0 0.0
H -1.810346 0.828637 1.460076 0.0 0.0 0.0
H -0.621851 1.967143 2.110298 0.0 0.0 0.0
H 1.941874 2.047001 2.857514 0.0 0.0 0.0
H 1.653267 2.327023 1.138455 0.0 0.1 0.0
H 3.184446 1.626616 1.677470 0.0 0.0 0.0
H 3.952517 -1.556576 2.630989 0.0 0.0 0.0
H 4.251628 -0.276201 1.451784 0.1 0.0 0.0
H 4.008615 -1.939620 0.910521 0.1 0.0 0.0
C -5.847458 3.417882 0.224615 0.0 0.0 0.0
C -4.609608 2.699027 -0.226737 0.0 0.0 0.0
C -3.430611 3.397494 -0.483204 0.0 0.0 0.0
C -2.292731 2.740941 -0.918729 0.1 0.0 -0.1
C -2.345820 1.367203 -1.092677 0.2 -0.2 -0.1
C -3.501677 0.642254 -0.839208 0.1 -0.1 -0.1
C -4.629514 1.314675 -0.408047 0.0 0.0 0.0
S -0.905363 0.502485 -1.615401 -1.1 0.1 -0.4
O 0.228273 1.091906 -0.813367 -0.6 0.8 -0.4
O -0.709410 0.562184 -3.034389 -0.2 0.2 0.0
N -0.926108 -0.971491 -1.008498 -0.5 0.5 -0.8
C -0.995071 -2.120791 -1.912663 0.2 -0.2 0.0
C 0.368243 -2.835229 -1.892880 -0.7 -0.5 -0.5
O 0.583153 -3.864087 -2.460160 0.0 0.2 0.1
O 1.257610 -2.161429 -1.167509 0.3 -1.6 -0.8
H -5.664691 4.484003 0.339260 0.0 0.0 0.0
H -6.206297 3.019740 1.174235 0.0 0.0 0.0
H -6.643929 3.282173 -0.508522 0.0 0.0 0.0
H -3.401518 4.469511 -0.338408 0.0 0.0 0.0
H -1.372324 3.276515 -1.115297 -0.1 0.1 0.0
H -3.498099 -0.432116 -0.974156 -0.1 0.0 0.1
H -5.536757 0.760192 -0.204286 0.0 0.0 0.0
H -1.205305 -1.814018 -2.938881 0.0 -0.1 0.0
H -1.761532 -2.828659 -1.599393 0.0 0.0 0.0
N 5.764450 0.475214 -2.366530 0.5 0.6 0.0
N 4.437219 0.261146 -2.220042 -0.4 -0.2 0.2
N 3.617100 0.297438 -3.244848 0.1 0.0 -0.1
C 2.448322 0.135289 -2.657632 0.2 0.1 0.1
N 2.595006 0.007529 -1.325414 0.6 0.4 -0.7
N 3.883242 0.095240 -1.063148 0.3 0.0 -0.1
H 6.068666 0.298923 -3.310049 -0.1 -0.2 -0.1
H 6.315244 0.071236 -1.626966 -0.1 -0.2 0.0
H 1.513458 0.117478 -3.191497 0.0 0.0 0.0
```
Positions in Å, forces in eV/Å.

## Properties
Frontier orbital gap in eV: 8.347
Total charge: +1
2S+1: 1
Lowest unoccupied orbital energy in eV: -3.479

---

[4]
C20H27N6OPd | ωB97M-V/def2-TZVPD

XYZ file:
```
55
Properties=species:S:1:pos:R:3:forces:R:3
Pd 0.432807 -0.457558 -1.046478 0.7 0.8 2.4
C -1.168993 2.377842 -1.734878 0.0 -0.1 -0.2
N -0.116993 1.868842 -0.866978 0.2 -0.8 -0.5
C 1.190907 2.387242 -1.282678 0.1 0.4 0.0
C -0.372493 1.975742 0.532622 0.0 0.0 1.1
C -1.210793 2.966742 1.026822 0.3 -0.1 -0.1
C -1.453593 3.101242 2.380322 0.0 -0.1 0.4
C -0.860093 2.212242 3.264122 -0.3 0.6 -0.2
C -0.020993 1.220642 2.808422 0.4 -0.5 -0.4
C 0.257607 1.049042 1.434322 -1.2 1.2 0.2
N 1.038407 0.087042 0.882222 -0.5 -0.7 -2.6
C 2.012207 -0.725858 1.378322 1.3 -0.7 -0.2
C 2.260107 -1.063458 2.723722 -0.5 0.2 -0.2
C 3.381607 -1.774158 3.097522 0.3 0.0 -0.2
C 4.313907 -2.175358 2.157922 0.0 0.0 0.1
C 4.074407 -1.910358 0.821522 -0.1 -0.1 -0.1
C 2.937507 -1.238758 0.418722 -0.2 0.1 1.0
N 2.675707 -1.052458 -0.992078 -1.1 -0.2 -0.1
C 2.375707 -2.337058 -1.644978 0.1 -0.5 -0.2
C 3.753107 -0.357658 -1.688578 0.1 0.4 -0.3
H -1.122793 3.467542 -1.842578 -0.1 0.0 0.1
H -2.141193 2.095742 -1.334578 0.0 0.0 0.0
H -1.054393 1.942642 -2.729978 0.0 0.0 0.0
H 1.180707 3.485042 -1.281278 0.0 0.0 0.0
H 1.418307 2.040342 -2.295978 0.0 0.1 0.1
H 1.965907 2.047642 -0.596978 -0.1 0.0 0.0
H -1.656193 3.683642 0.356322 0.0 0.0 -0.2
H -2.077593 3.907742 2.735322 -0.1 0.0 0.1
H -1.045293 2.312542 4.322422 0.0 0.0 0.1
H 0.416207 0.563242 3.539322 0.0 0.0 -0.1
H 1.561707 -0.795758 3.495422 0.0 0.1 0.0
H 3.536107 -2.008958 4.138522 0.0 0.0 0.1
H 5.203607 -2.706758 2.452222 0.1 -0.1 0.0
H 4.779607 -2.257358 0.080622 0.1 0.0 -0.1
H 3.268507 -2.975958 -1.703578 -0.1 0.1 0.0
H 2.019907 -2.148958 -2.664678 0.0 -0.1 0.2
H 1.601807 -2.867258 -1.070878 0.3 0.1 -0.2
H 4.653507 -0.974858 -1.789478 -0.1 0.0 0.1
H 4.014407 0.550642 -1.149578 0.0 0.0 0.0
H 3.412207 -0.093158 -2.690278 0.0 0.0 0.0
C -5.446193 -0.878258 -0.846978 -0.3 -0.1 0.1
N -4.033093 -1.054358 -1.056578 0.2 0.0 0.2
C -3.432393 -1.172358 -2.367778 0.2 -0.1 -0.4
C -1.950293 -1.096758 -2.021678 -1.3 -0.2 0.6
O -1.000993 -1.079358 -2.791078 0.8 0.2 -0.1
N -1.836993 -1.052858 -0.671778 1.2 0.1 -0.3
C -3.055393 -1.028558 -0.139178 -0.3 0.2 0.0
N -3.245193 -0.957858 1.179622 -0.1 -0.1 -0.3
H -5.852693 -0.249358 -1.639478 0.0 0.0 0.0
H -5.622593 -0.371358 0.100922 0.0 0.0 0.0
H -5.974393 -1.833658 -0.854878 0.0 0.0 0.0
H -3.743993 -0.368858 -3.036678 0.0 0.0 0.0
H -3.669193 -2.128858 -2.847078 0.0 0.1 0.0
H -2.425893 -1.007758 1.764922 0.0 0.1 0.0
H -4.145793 -1.141458 1.587422 0.1 0.1 0.0
```
Positions in Å, forces in eV/Å.

## Properties
Frontier orbital gap (spin up / spin down) in eV: 5.751 / 5.717
Total charge: +1
2S+1: 1
Energy above the lowest of the compared OMol25 structures with the same formula, charge and spin in eV: 1.4352
Lowest unoccupied orbital energy (spin up / spin down) in eV: -3.873 / -3.981

---

| no. | calculated total energy (eV) |
| --- | --- |
| 1 | -43559.9826 |
| 2 | -56443.9486 |
| 3 | -72254.9432 |
| 4 | -35639.7994 |